Below is a cluster of 10 separate species, C39H81BN10O15S in total in a non-equilibrium geometry, with properties calculated with wB97M-V/def2-TZVPD.

```
147
Properties=species:S:1:pos:R:3:forces:R:3
C 2.10686 -0.69335 -7.25583 -0.076 0.034 -0.076
H 6.58731 6.03669 8.40809 -0.071 -0.037 -0.116
H 5.40116 7.30437 6.83202 0.005 0.036 0.168
H 7.60265 4.80049 7.63224 0.094 0.126 0.177
C -1.82992 4.79965 -7.33580 -0.094 0.085 -0.046
C 1.40657 -6.36618 4.07294 -0.042 -0.161 0.077
H -2.93357 -9.50014 -5.08717 -0.145 0.014 -0.209
H 2.90725 1.65262 7.71921 -0.122 -0.052 0.116
O -4.07475 -0.90148 -11.92917 -0.026 0.033 -0.163
C -2.44802 -1.47874 2.51841 0.088 0.319 0.976
N 3.51041 -0.06030 -5.34365 -0.267 -0.020 -0.367
C -1.14343 4.23164 4.31668 1.939 -0.356 0.972
O 3.10651 1.45784 -6.93843 -0.080 -0.082 -0.051
H -5.98258 -11.59818 -2.10310 0.131 0.100 0.021
H 2.91903 1.32965 9.47936 -0.104 -0.043 -0.130
H 0.59970 -3.59084 1.75522 0.141 -0.104 -0.226
H 0.58746 8.89764 2.06828 -0.034 0.021 -0.167
H 5.54880 3.61996 6.95121 0.100 -0.016 0.244
H 1.71944 -0.24303 -8.16804 0.110 0.067 0.091
H 0.66778 -3.11212 4.17677 0.049 -0.039 -0.029
O -0.17099 -6.82425 1.25762 -0.136 0.087 -0.085
C -2.54674 -7.08046 1.09277 -0.024 0.149 0.003
H -3.11188 -7.55261 1.89783 -0.104 -0.049 -0.149
C -0.20277 5.02292 5.12014 0.800 -2.369 0.099
O 2.69432 -1.54951 1.00839 -2.594 1.100 0.880
H 2.25236 -3.23425 2.29213 -0.031 -0.147 -0.185
H 2.82218 -2.05805 -5.24034 0.026 0.120 -0.037
H -4.02417 -8.14656 -4.72112 -0.076 -0.073 -0.234
C -1.68736 3.34162 -7.69074 -0.024 -0.433 -0.113
H -1.97055 4.91344 -6.25958 0.138 0.096 -0.024
C -0.04186 8.02269 1.89615 0.090 -0.092 -0.021
H -0.43208 8.03441 0.87673 0.095 0.149 -0.007
H -6.25792 -10.32267 -3.29691 0.031 -0.097 -0.137
C 0.42732 1.42053 0.58104 0.383 1.673 1.514
H 0.66057 1.15839 4.26525 -0.572 1.077 -0.012
C -5.51365 -11.00815 -2.88791 -0.054 -0.072 0.043
H 0.78410 -6.66870 3.22875 0.239 0.054 -0.086
N -0.02561 -0.40116 -2.50060 -0.909 0.137 1.031
H 4.40267 6.87494 8.25387 0.147 0.095 -0.024
H -0.08475 -1.38298 -2.23256 0.697 0.324 -0.033
C -3.89858 0.26054 -12.26952 0.043 -0.242 0.390
H 2.71775 -1.55542 -7.52865 -0.137 -0.079 0.077
H -4.92673 1.49725 -13.69002 0.130 0.088 -0.083
N 5.57659 4.58054 7.25907 -0.299 0.590 -0.238
H -1.44413 -1.93754 2.74047 -0.923 0.375 -0.577
C -3.84415 -9.21100 -4.55898 0.404 0.264 0.237
C -2.02535 0.22195 0.52344 0.448 -0.803 1.481
O 0.27938 -0.98535 0.25201 1.434 0.400 1.304
H 0.06350 2.05340 1.42754 -0.155 -0.720 -0.740
C 4.01837 -1.03901 8.12849 0.485 -0.152 -0.040
C 0.37612 2.21876 4.46161 -0.045 2.067 0.667
H -3.32085 0.49414 2.25854 0.838 -0.589 -0.330
H 0.70929 2.14992 -0.23064 -0.321 -0.959 0.424
N -3.46123 1.17726 -11.36883 -0.132 -0.211 -0.419
H 3.46100 2.89241 8.85183 0.114 -0.083 -0.052
H 4.16240 -1.80809 8.88957 -0.227 -0.077 -0.072
H 6.00056 -0.28613 8.25437 -0.068 -0.013 -0.004
H -2.06173 4.75925 3.98249 0.716 -0.696 0.123
N 0.98972 -3.97133 3.75695 0.005 -0.421 0.085
H 0.56703 7.12927 2.02265 -0.131 0.035 0.109
H -1.22057 10.19951 1.32760 -0.026 -0.078 0.081
O 2.56030 -0.19645 -0.86387 -2.566 -0.014 0.112
C 2.93958 0.32205 -6.51500 0.192 0.303 0.044
H 3.01213 -0.63793 8.20804 0.102 0.051 0.001
H 1.75349 -4.91622 2.02416 -0.178 -0.014 0.100
H 0.25076 4.19409 -6.00791 -0.126 -0.068 -0.064
H -2.99071 10.23895 1.47902 0.115 0.183 -0.146
H 2.25712 2.57673 5.59126 -0.946 0.398 -0.393
O -2.47281 2.77583 -8.44172 -0.064 0.104 -0.071
H -0.94826 5.35462 -7.66093 0.002 0.036 0.169
H -3.31219 0.79572 -10.44576 0.015 0.168 0.012
H -3.83075 3.15816 -10.89878 0.149 0.200 -0.091
H -2.54988 -6.00386 1.25400 0.146 -0.090 0.010
N -0.91917 -8.90486 0.90601 -0.171 0.370 0.067
C -4.15313 0.72737 -13.68114 -0.044 -0.062 -0.108
H 4.05215 0.66904 -4.90396 -0.015 -0.074 0.003
C 0.94659 -5.03346 4.60197 -0.156 0.190 0.309
C -0.50886 0.23283 0.12896 -0.641 1.846 -3.141
C -2.31483 0.01499 2.05965 -1.130 -0.914 0.132
C 3.42845 -1.34893 -4.68380 0.263 0.407 0.283
H -4.68254 -9.78112 -4.94856 0.042 0.004 0.110
H -3.38632 2.89497 -12.60026 -0.020 -0.156 0.020
H 6.60871 4.37499 9.04064 0.142 0.086 0.016
H 1.34854 2.99064 -6.72024 0.081 0.106 0.236
H -1.71052 -10.42313 -0.26196 -0.296 -0.086 0.057
O 1.69669 0.91353 1.11528 -1.582 -2.788 -0.779
H 2.99531 -1.19685 -3.69283 0.032 -0.306 0.043
C 4.50367 6.78444 7.17090 -0.140 0.080 -0.049
C 1.29534 3.02513 5.24370 -0.800 0.643 -0.150
H -2.70175 5.20872 -7.84284 0.048 -0.156 -0.010
H -2.52265 -0.61508 -0.04059 0.418 0.719 0.509
H -2.98324 -1.45875 3.51184 0.555 -0.056 -0.951
H -3.23268 1.11386 -14.12232 -0.105 0.141 -0.023
C -2.04877 10.20756 2.03040 -0.388 -0.061 0.382
H 4.43996 -1.74370 -4.57262 -0.129 -0.230 0.084
H -1.80382 -10.68793 1.49199 -0.170 -0.077 -0.062
O 5.82485 2.04524 8.68236 -0.065 -0.083 -0.039
H -2.15576 2.48120 2.20300 0.128 -0.258 0.844
C -0.85571 2.83485 3.99812 0.734 0.549 0.287
C 3.44011 1.82177 8.65632 0.014 0.105 0.026
N -2.05190 9.03496 2.88253 0.304 -0.168 -0.143
H -0.40453 6.07853 5.40895 -0.010 -1.193 -0.487
O -1.32160 7.07350 3.67888 -0.145 0.472 -0.401
H -5.15917 -11.68657 -3.66589 -0.122 0.086 -0.089
C -4.35863 -10.23511 -2.30505 0.147 0.061 0.274
H -0.74462 2.46637 -1.76433 -0.701 -0.224 0.005
H -3.01844 -7.28823 0.13054 -0.133 -0.120 0.122
H 1.31522 -7.11621 4.85710 -0.011 0.191 0.067
S 1.84849 -0.56564 0.36194 4.381 0.620 -1.116
C 0.37779 3.14166 -6.24721 0.127 -0.434 -0.188
H -2.78321 8.94676 3.57220 0.040 0.027 -0.047
C -1.91035 -9.94642 0.69665 0.680 -0.121 0.250
H 3.63781 7.25039 6.70349 0.043 -0.142 -0.019
H -2.92079 -9.55756 0.69975 0.142 0.014 -0.062
C -1.17655 7.99406 2.88769 -0.212 -0.167 0.293
H -0.61905 1.68870 -7.43187 0.047 0.058 0.031
H 1.26255 -1.01019 -6.64026 0.072 -0.165 -0.025
H -4.49650 -0.11364 -14.28049 0.039 -0.011 0.162
H -1.97880 11.09571 2.66159 0.052 0.129 -0.222
H 2.45363 -6.30941 3.76912 -0.068 -0.052 -0.159
B -0.59750 0.49664 -1.49774 -0.142 0.478 -1.267
H -2.88864 -8.94898 -2.68125 -0.033 -0.012 -0.068
C 4.56235 5.33104 6.77291 0.152 -0.465 -0.149
C -3.19506 2.58586 -11.57576 0.046 -0.150 0.426
N 5.03004 -0.01510 8.31002 -0.178 0.389 0.074
O -1.37478 0.65782 2.93299 -1.117 0.829 -0.793
H -2.14999 2.77781 -11.32769 -0.068 0.255 -0.051
H -2.53376 1.16369 0.18192 0.982 -0.750 0.117
C -1.12403 -7.57843 1.09389 0.359 -0.068 0.010
C 4.85300 1.30732 8.55344 0.257 -0.046 0.044
H 0.33411 2.55252 -5.32808 0.137 0.165 0.101
N -0.65001 2.65691 -7.14958 -0.314 0.395 -0.063
O -1.25560 1.66868 -1.99238 1.644 -0.499 0.763
C -1.89511 1.98832 3.17722 0.898 0.609 1.462
H 0.05558 -9.16573 0.91913 -0.060 0.015 0.015
C 6.65321 4.98579 8.13828 -0.016 -0.447 -0.031
H -3.06786 -2.12185 1.84821 0.685 0.597 0.282
H 1.77278 4.98053 6.24812 -1.276 -0.954 -1.162
H -2.79860 1.90563 3.85189 0.584 0.028 -0.985
O 3.72430 4.82364 6.03144 0.546 0.260 0.164
O 0.54372 -4.89049 5.75024 0.031 -0.066 -0.038
C 1.43009 -3.93963 2.37339 -0.055 0.321 0.339
N -3.64515 -9.43438 -3.14013 -0.289 -0.260 0.118
H 4.15163 -1.48787 7.14258 -0.234 -0.098 0.044
H 0.91534 -0.13126 -2.78650 -0.391 -0.220 -0.191
O -4.05629 -10.31157 -1.12163 -0.307 -0.024 -0.320
C 1.03522 4.40630 5.60702 -1.829 -0.695 -0.976
```
Positions in Å, forces in eV/Å.

Values from the calculation:
Net charge: 0
Lowest unoccupied orbital energy: 0.002 Eh
Calculated total energy: -3633.9036 hartree
Molar mass: 973.0 g/mol
HOMO-LUMO gap: 8.28 eV